# 1
C19H21Cl3N5O3PtS as an isolated structure in a non-equilibrium geometry, computed with the ωB97M-V functional and the def2-TZVPD basis.

Properties
* E_LUMO (alpha / beta): -4.915 / -4.858 eV
* HOMO level (alpha / beta): -0.379 / -0.379 Ha
* HOMO-LUMO gap (alpha / beta): 5.400 / 5.459 eV
* largest force on an atom: 0.091 hartree/bohr

```
! RIJCOSX wB97M-V def2-TZVPD def2/J DEFGRID3
* xyz 1 1
Pt -1.873 -0.285 1.197
N -5.555 -2.496 1.704
C -4.547 -1.632 1.472
S -2.932 -2.313 1.370
N -4.822 -0.380 1.307
N -3.717 0.415 1.106
C -3.929 1.612 0.666
C -2.954 2.638 0.412
C -3.426 3.812 -0.206
C -2.582 4.846 -0.528
C -1.222 4.725 -0.226
C -0.731 3.603 0.404
C -1.580 2.542 0.757
O -1.087 1.542 1.462
H -5.381 -3.479 1.790
H -6.500 -2.156 1.711
H -4.973 1.841 0.472
H -4.484 3.889 -0.428
H -2.962 5.740 -1.001
H -0.545 5.532 -0.477
H 0.316 3.520 0.669
Cl 4.449 -3.862 3.899
C 3.319 -3.310 2.730
C 1.929 -3.133 3.121
C 1.181 -2.690 2.135
Cl 0.468 -1.959 0.983
C 0.678 -3.794 -0.756
O 0.743 -4.546 -1.588
C 2.996 -2.211 0.501
Cl 3.761 -2.435 -1.101
C 3.746 -2.964 1.487
H 1.612 -3.199 4.156
H 4.737 -3.291 1.205
C 2.129 -1.127 0.664
N 2.328 -0.197 -0.425
C 3.163 0.967 -0.107
C 1.386 -0.131 -1.454
O 0.113 -0.532 -1.398
N 1.766 0.356 -2.605
C 3.151 0.640 -2.956
C 0.783 0.572 -3.676
H -0.190 -0.757 1.802
H -0.746 -2.631 1.240
H -0.247 -1.070 -0.397
H 2.913 1.318 0.893
H 2.970 1.767 -0.816
H 4.218 0.697 -0.143
H 3.834 0.076 -2.327
H 3.368 1.705 -2.874
H 3.302 0.338 -3.991
H -0.222 0.460 -3.287
H 0.944 -0.151 -4.475
H 0.906 1.578 -4.075
*
```



# 2
One molecule with the formula C19H21ClN2O4S in a non-equilibrium geometry, computed with the ωB97M-V functional and the def2-TZVPD basis.

Properties
* energy relative to the best compared isomer or geometry (same formula, charge and spin): 1.880 eV
* E_LUMO: 0.618 eV
* HOMO level: -0.302 Ha
* HOMO-LUMO gap: 8.844 eV
* largest force on an atom: 0.025 hartree/bohr

```
! RIJCOSX wB97M-V def2-TZVPD def2/J DEFGRID3
* xyz 0 1
O 3.784 1.536 0.291
S 2.889 1.194 -0.772
O 2.864 1.996 -1.956
C 3.161 -0.577 -1.265
C 4.296 -1.114 -0.482
C 4.125 -2.075 0.507
C 5.198 -2.522 1.256
C 6.462 -2.002 1.033
C 6.654 -1.034 0.063
C 5.575 -0.595 -0.685
Cl 5.785 0.635 -1.872
N 1.361 1.241 -0.131
C 0.248 1.070 -1.030
C -1.006 1.631 -0.364
N -1.227 0.945 0.898
C -2.495 1.324 1.499
C -3.650 0.808 0.683
C -4.726 1.620 0.365
C -5.811 1.153 -0.375
C -5.768 -0.154 -0.788
C -4.683 -0.979 -0.479
C -3.619 -0.524 0.255
O -4.893 -2.223 -1.013
C -6.145 -2.160 -1.662
O -6.683 -0.863 -1.522
C -0.100 1.165 1.786
C 1.160 0.594 1.140
H 2.232 -1.106 -1.071
H 3.361 -0.536 -2.332
H 3.139 -2.479 0.684
H 5.047 -3.272 2.017
H 7.301 -2.344 1.620
H 7.631 -0.613 -0.114
H 0.484 1.611 -1.946
H 0.081 0.007 -1.261
H -1.872 1.464 -1.007
H -0.876 2.717 -0.213
H -2.582 2.417 1.626
H -2.536 0.868 2.494
H -4.732 2.646 0.701
H -6.647 1.788 -0.616
H -2.780 -1.155 0.493
H -6.019 -2.393 -2.731
H -6.832 -2.895 -1.211
H -0.289 0.650 2.731
H 0.057 2.238 1.990
H 2.043 0.790 1.748
H 1.032 -0.493 1.016
*
```



# 3
A 7-piece molecular cluster, C19H21F5N2O15 overall in a non-equilibrium geometry, computed with the ωB97M-V functional and the def2-TZVPD basis.

Properties
* energy relative to the best compared isomer or geometry (same formula, charge and spin): 0.000 eV
* E_LUMO: 0.370 eV
* HOMO level: -0.416 Ha
* HOMO-LUMO gap: 11.696 eV
* largest force on an atom: 0.036 hartree/bohr

```
! RIJCOSX wB97M-V def2-TZVPD def2/J DEFGRID3
* xyz 0 1
O -7.395 3.290 0.723
C -6.223 3.147 0.769
O -5.552 2.660 1.844
C -4.163 2.715 1.579
C -4.030 3.128 0.115
F -3.624 2.098 -0.679
O -5.356 3.471 -0.221
H -3.720 3.513 2.181
H -3.650 1.791 1.830
H -3.397 3.991 -0.076
O -1.259 -3.499 -0.981
C -1.562 -2.733 -0.122
O -1.429 -2.933 1.191
C -2.168 -1.936 1.907
C -2.295 -0.842 0.843
F -1.230 0.015 0.981
O -2.178 -1.545 -0.364
H -3.095 -2.383 2.267
H -1.554 -1.622 2.750
H -3.178 -0.210 0.882
O -0.950 -1.061 -3.987
C -1.690 -1.959 -4.218
O -2.980 -1.825 -4.598
C -3.458 -3.115 -4.960
C -2.464 -4.079 -4.308
F -2.217 -5.158 -5.079
O -1.316 -3.260 -4.240
H -4.465 -3.197 -4.545
H -3.629 -3.278 -6.026
H -2.783 -4.408 -3.319
O 3.105 2.862 -1.627
C 2.186 2.102 -1.571
O 2.264 0.984 -0.838
C 1.126 0.174 -1.083
C 0.149 1.135 -1.801
F -0.856 1.489 -0.963
O 0.951 2.280 -2.075
H 1.342 -0.704 -1.690
H 0.689 -0.121 -0.136
H -0.132 0.745 -2.776
O 0.283 -1.720 4.357
C 1.229 -1.119 3.967
O 2.493 -1.316 4.405
C 3.389 -0.444 3.707
C 2.524 0.073 2.570
F 2.731 -0.546 1.360
O 1.220 -0.155 3.014
H 3.651 0.424 4.315
H 4.299 -0.930 3.348
H 2.660 1.137 2.378
C 5.327 -1.000 -0.156
C 5.712 -0.690 1.212
N 6.015 -0.476 2.299
H 4.677 -0.278 -0.646
H 4.763 -1.930 -0.241
H 6.243 -1.131 -0.734
C 4.627 3.058 1.120
C 3.218 2.967 1.462
N 2.122 2.938 1.808
H 4.900 2.366 0.324
H 5.349 3.023 1.930
H 4.756 4.025 0.623
*
```



# 4
C19H21HfIN2 as an isolated structure in a non-equilibrium geometry, computed with the ωB97M-V functional and the def2-TZVPD basis.

Properties
* E_LUMO: -8.769 eV
* HOMO level: -0.507 Ha
* HOMO-LUMO gap: 5.039 eV
* largest force on an atom: 0.065 hartree/bohr

```
! RIJCOSX wB97M-V def2-TZVPD def2/J DEFGRID3
* xyz 2 1
C 2.670 0.536 3.995
C 2.766 -0.970 3.865
H 3.498 0.986 3.435
H 2.589 1.110 4.940
H 1.716 0.830 3.498
H 3.021 -1.248 2.816
H 3.516 -1.586 4.439
H 1.761 -1.346 4.112
C 0.796 2.582 -1.799
C 1.188 3.357 -2.869
C 1.163 2.799 -4.145
C 0.872 1.429 -4.285
H 0.935 2.874 -0.758
H 1.493 4.393 -2.680
H 1.324 3.416 -5.032
H 0.948 0.944 -5.252
N 0.215 1.348 -1.998
C 0.404 0.669 -3.208
C 0.287 -0.794 -3.166
N 0.050 -1.375 -1.916
C 0.296 -2.717 -1.722
C 0.567 -3.052 -4.076
C 0.470 -3.577 -2.795
H 0.377 -3.035 -0.676
H 0.509 -4.645 -2.584
C 0.556 -1.668 -4.211
H 0.713 -1.232 -5.185
H 0.584 -3.712 -4.940
Hf 0.525 0.024 -0.494
I 3.245 -0.236 -0.396
C -1.391 -0.063 0.491
C -2.158 0.169 1.739
C -1.641 0.092 3.034
C -2.499 0.283 4.122
C -3.862 0.522 3.922
C -4.350 0.619 2.601
C -3.503 0.499 1.518
H -1.469 -1.087 0.094
H -1.762 0.600 -0.311
H -0.584 -0.082 3.183
H -2.097 0.271 5.132
H -4.562 0.640 4.751
H -5.396 0.808 2.350
H -3.781 0.629 0.464
*
```



# 5
One molecule with the formula C19H21N3O2S in a non-equilibrium geometry, computed with the ωB97M-V functional and the def2-TZVPD basis.

Properties
* energy relative to the best compared isomer or geometry (same formula, charge and spin): 1.805 eV
* E_LUMO: 0.433 eV
* HOMO level: -0.305 Ha
* HOMO-LUMO gap: 8.740 eV
* largest force on an atom: 0.026 hartree/bohr

```
! RIJCOSX wB97M-V def2-TZVPD def2/J DEFGRID3
* xyz 0 1
C -6.638 -1.615 0.628
C -5.387 -0.899 1.116
C -4.625 -0.272 0.006
N -4.875 -0.483 -1.255
O -3.991 0.246 -1.982
C -3.166 0.906 -1.161
C -2.126 1.780 -1.754
C -3.508 0.614 0.138
C -2.978 1.180 1.388
O -3.678 1.668 2.247
N -1.609 1.180 1.532
C -0.647 0.475 0.857
N 0.590 0.811 0.878
C 1.386 -0.077 0.214
C 2.836 0.150 0.137
C 3.700 -0.874 0.512
C 5.075 -0.716 0.458
C 5.999 -1.817 0.881
C 5.580 0.500 0.014
C 4.728 1.523 -0.359
C 3.349 1.372 -0.306
C 2.440 2.482 -0.734
C 0.730 -1.141 -0.336
C 1.262 -2.255 -1.162
S -0.979 -1.030 0.004
H -7.161 -2.069 1.466
H -7.305 -0.913 0.135
H -6.373 -2.387 -0.088
H -5.641 -0.115 1.835
H -4.725 -1.604 1.629
H -1.289 1.177 -2.107
H -1.761 2.490 -1.017
H -2.539 2.313 -2.607
H -1.262 1.725 2.314
H 3.284 -1.804 0.873
H 6.808 -1.937 0.162
H 6.445 -1.581 1.847
H 5.466 -2.760 0.972
H 6.649 0.647 -0.038
H 5.142 2.460 -0.703
H 3.014 3.340 -1.075
H 1.790 2.150 -1.543
H 1.805 2.785 0.096
H 1.292 -3.183 -0.589
H 2.269 -2.018 -1.497
H 0.624 -2.421 -2.029
*
```